Formula: C14H11MnN3O7
Source: OMol25
Level of theory: wB97M-V/def2-TZVPD

Last column: Mulliken spin population.
CARTESIAN COORDINATES (ANGSTROEM)
Mn (-0.07, 0.03, -2.37)  4.8431
O (1.20, -1.86, 1.05)  0.0102
O (-3.30, -4.58, 0.09)  0.0011
O (0.95, -0.42, 3.71)  0.0001
O (-1.65, -0.20, -3.59)  0.0451
O (1.65, 3.19, 2.94)  -0.0002
O (-3.64, -1.21, -3.88)  0.0124
O (1.25, -0.88, -0.96)  0.0342
N (2.04, 1.05, 2.22)  -0.0001
N (-1.16, -1.52, -1.46)  0.0537
N (0.38, 1.97, -1.43)  0.0419
C (-2.61, -1.03, -3.29)  -0.0093
C (-0.65, -2.17, -0.43)  0.0009
C (-3.06, -2.90, -1.53)  0.0013
C (0.73, -1.62, -0.05)  -0.0116
C (0.71, 3.15, -1.98)  -0.0128
C (-2.56, -3.57, -0.41)  0.0014
C (1.68, 2.35, 2.06)  -0.0016
C (1.31, 2.71, 0.65)  -0.0140
C (1.30, 4.16, -1.25)  -0.0010
C (1.62, 3.94, 0.08)  0.0048
C (-1.33, -3.21, 0.16)  0.0067
C (-2.31, -1.86, -2.03)  -0.0113
C (2.09, 0.38, 3.50)  -0.0001
C (0.64, 1.78, -0.14)  -0.0183
H (3.00, -0.23, 3.53)  0.0000
H (0.48, 3.27, -3.03)  -0.0059
H (2.12, 1.14, 4.27)  -0.0001
H (2.11, 4.69, 0.69)  0.0002
H (-3.99, -3.19, -1.99)  -0.0010
H (-2.87, -4.97, 0.86)  -0.0007
H (-0.91, -3.73, 1.01)  -0.0005
H (0.91, -1.07, 3.00)  0.0003
H (0.33, 0.85, 0.30)  0.0311
H (1.53, 5.10, -1.73)  -0.0003
H (2.10, 0.45, 1.41)  0.0002

- Spin multiplicity: 6
- HOMO-LUMO gap (alpha / beta): 8.75 / 9.24 eV
- Lowest unoccupied orbital energy (alpha / beta): -0.49 / -0.68 eV
- E_HOMO (alpha / beta): -9.24 / -9.92 eV

=====

Formula: C14H11N3O3
Source: OMol25
Level of theory: wB97M-V/def2-TZVPD

Last column: Löwdin charge in e.
CARTESIAN COORDINATES (ANGSTROEM)
O (-2.53, -5.55, 1.64)  0.0871
O (-3.70, -3.78, 1.35)  0.0985
O (1.21, 4.99, -1.98)  0.2264
N (0.97, 3.32, -0.44)  0.0075
N (0.01, 3.14, -2.57)  0.1767
N (-2.64, -4.35, 1.46)  -0.3837
C (-1.52, -3.59, 1.21)  -0.1395
C (0.73, 3.94, -1.65)  -0.4667
C (0.84, -1.96, 0.70)  -0.0203
C (-0.27, 2.08, -1.82)  -0.2403
C (-0.83, -0.28, -1.57)  -0.0407
C (-0.07, 1.18, 0.41)  0.0457
C (-0.83, 0.84, -2.34)  0.0075
C (-0.52, -0.08, -0.21)  -0.1815
C (0.23, 2.14, -0.46)  -0.2104
C (-0.24, -4.01, 1.54)  -0.0317
C (-0.37, -1.35, 0.49)  -0.2106
C (2.06, 3.54, 0.59)  0.0004
C (0.89, -3.31, 1.16)  -0.0637
C (-1.49, -2.21, 0.75)  0.1100
H (1.77, -1.50, 0.24)  0.1401
H (3.10, 3.34, 0.24)  0.0946
H (1.98, 4.62, 1.09)  0.1204
H (0.24, 1.26, 1.51)  0.1388
H (-0.08, -4.99, 2.06)  0.1362
H (1.92, -3.72, 1.25)  0.1122
H (-1.19, 0.91, -3.32)  0.0891
H (-1.17, -1.17, -1.96)  0.1000
H (1.81, 5.38, -1.31)  0.1592
H (-2.27, -1.69, 0.48)  0.0557
H (1.97, 2.87, 1.48)  0.0830

- HOMO-LUMO gap: 6.94 eV
- Lowest unoccupied orbital energy: -0.55 eV
- Energy relative to the best compared isomer or geometry (same formula, charge and spin): 554.5 kJ/mol
- E_HOMO: -7.49 eV

=====

Formula: C14H11N3O4PbSbSe4
Source: OMol25
Level of theory: wB97M-V/def2-TZVPD

Last column: Löwdin charge in e.
CARTESIAN COORDINATES (ANGSTROEM)
Pb (-0.60, -0.36, -0.48)  0.5758
Sb (-1.84, 0.55, -3.78)  -0.2666
Se (-1.67, 1.88, -1.53)  -0.1858
Se (-1.21, -1.75, -2.71)  -0.1851
Se (-0.08, 1.28, -5.30)  -0.2276
Se (-4.11, 0.55, -4.66)  -0.2849
O (1.16, -3.73, 2.74)  0.1051
O (1.48, 2.26, 1.02)  0.1413
O (-0.28, -2.65, 1.40)  0.0167
O (0.46, 3.17, 2.76)  0.1269
N (2.83, 0.56, -3.27)  0.1411
N (0.79, -0.24, 2.35)  0.1655
N (1.56, 0.00, -1.56)  -0.0553
C (1.91, -0.28, 4.89)  -0.0368
C (4.88, -2.32, -2.19)  -0.1099
C (1.16, 0.88, 2.94)  -0.1848
C (0.55, -2.61, 2.29)  -0.4847
C (4.57, -1.26, -3.01)  -0.0223
C (1.58, -1.46, 4.26)  0.0167
C (4.07, -2.67, -1.11)  -0.1033
C (2.60, -0.89, -1.62)  -0.2354
C (3.42, -0.54, -2.72)  -0.1806
C (2.92, -1.97, -0.81)  -0.0111
C (1.70, 0.93, 4.23)  0.0109
C (1.74, 0.84, -2.54)  -0.2447
C (0.99, -1.40, 2.99)  -0.1737
C (1.04, 2.14, 2.12)  -0.4787
H (2.34, -0.29, 5.89)  0.1109
H (5.20, -1.00, -3.85)  0.1051
H (4.35, -3.51, -0.49)  0.0928
H (5.77, -2.90, -2.38)  0.0928
H (1.10, 1.69, -2.74)  0.0428
H (3.06, 1.01, -4.15)  0.1486
H (1.73, -2.43, 4.72)  0.1169
H (0.09, 2.92, 3.62)  0.1132
H (0.85, -4.48, 2.21)  0.1372
H (1.99, 1.86, 4.68)  0.1201
H (2.28, -2.23, 0.02)  0.0910

- HOMO-LUMO gap: 4.66 eV
- Lowest unoccupied orbital energy: 0.89 eV
- Energy relative to the best compared isomer or geometry (same formula, charge and spin): 118.5 kJ/mol
- Charge: -1
- E_HOMO: -3.77 eV

=====

Formula: C14H11N3S2Tl
Source: OMol25
Level of theory: wB97M-V/def2-TZVPD

Last column: Löwdin charge in e.
CARTESIAN COORDINATES (ANGSTROEM)
Tl (0.34, 1.54, 0.72)  0.9999
S (-0.44, 0.96, 11.05)  1.2209
S (-2.22, 1.62, -10.71)  1.1704
N (0.84, 0.62, 8.80)  0.0846
N (-1.71, 3.37, -8.73)  0.1981
N (-1.36, 1.13, -8.25)  0.1515
C (-1.92, -0.02, -10.23)  -0.4243
C (3.55, -0.91, 10.87)  0.0546
C (-1.73, -2.37, -10.34)  0.0211
C (1.75, -0.23, 12.30)  0.0076
C (1.64, 0.12, 9.84)  -0.2885
C (-0.24, 1.08, 9.27)  -0.3283
C (2.99, -0.79, 12.15)  -0.0182
C (2.87, -0.45, 9.70)  0.0724
C (1.07, 0.24, 11.14)  -0.4484
C (-1.46, -0.04, -8.86)  -0.2689
C (-2.05, -1.17, -10.96)  -0.0386
C (-1.14, -1.29, -8.26)  0.0303
C (-1.73, 2.11, -9.10)  -0.6104
C (-1.28, -2.43, -8.99)  -0.0254
H (-1.83, -3.29, -10.90)  0.1320
H (3.54, -1.15, 13.00)  0.1339
H (-0.79, -1.30, -7.23)  0.1271
H (4.52, -1.36, 10.76)  0.1358
H (3.33, -0.55, 8.72)  0.1390
H (-1.04, -3.39, -8.57)  0.1246
H (1.29, -0.12, 13.28)  0.1364
H (-2.39, -1.15, -11.99)  0.1316
H (-1.40, 3.59, -7.80)  0.1430
H (-1.97, 4.12, -9.35)  0.1379
H (-1.03, 1.53, 8.69)  0.0984

- HOMO-LUMO gap (alpha / beta): 6.46 / 4.81 eV
- Lowest unoccupied orbital energy (alpha / beta): -9.16 / -10.43 eV
- Energy relative to the best compared isomer or geometry (same formula, charge and spin): 0.0 kJ/mol
- Charge: +3
- E_HOMO (alpha / beta): -15.62 / -15.24 eV

=====

Formula: C14H11N5O7S
Source: OMol25
Level of theory: wB97M-V/def2-TZVPD

Last column: Löwdin charge in e.
CARTESIAN COORDINATES (ANGSTROEM)
S (-1.67, 0.41, -1.74)  1.1433
O (-6.97, -2.56, 1.87)  0.0851
O (1.14, 3.05, -2.19)  0.1127
O (3.64, 1.32, 0.03)  0.0505
O (-7.17, -0.41, 2.18)  0.0933
O (-3.28, 2.44, 0.67)  0.1114
O (1.01, -1.18, -4.14)  0.0747
O (-1.15, -1.47, -4.12)  0.0725
N (-1.24, 1.64, 0.67)  0.1816
N (-2.31, -0.96, 1.30)  0.1397
N (3.39, -0.84, 0.09)  0.1419
N (-6.49, -1.42, 1.92)  -0.3258
N (-0.12, -0.97, -3.67)  -0.3792
C (-4.51, -0.02, 1.31)  0.1151
C (0.70, 1.25, -0.67)  -0.3449
C (-3.13, 0.12, 1.15)  -0.2113
C (0.94, 0.29, -1.83)  0.0557
C (-5.09, -1.28, 1.69)  -0.1100
C (-0.75, 1.21, -0.47)  -0.4827
C (-2.59, 1.44, 0.82)  -0.4820
C (-0.19, -0.11, -2.54)  -0.3962
C (2.91, 0.41, 0.40)  -0.4946
C (-2.85, -2.14, 1.66)  -0.0906
C (1.00, 2.72, -1.01)  -0.3397
C (1.14, 3.77, 0.05)  0.0132
C (1.40, 0.67, 0.59)  -0.0242
C (-4.20, -2.33, 1.81)  0.0185
H (1.42, 4.69, -0.45)  0.0907
H (1.93, 0.01, -2.21)  0.1446
H (2.99, -1.65, 0.59)  0.1167
H (-4.49, -3.31, 2.11)  0.1174
H (1.34, 1.36, 1.41)  0.1144
H (-2.19, -2.99, 1.77)  0.1133
H (-5.18, 0.86, 1.23)  0.1437
H (0.90, -0.23, 0.90)  0.1188
H (0.21, 3.92, 0.64)  0.0985
H (4.42, -0.85, -0.02)  0.1308
H (1.92, 3.49, 0.75)  0.0829

- HOMO-LUMO gap: 7.82 eV
- Lowest unoccupied orbital energy: -1.77 eV
- Energy relative to the best compared isomer or geometry (same formula, charge and spin): 4.8 kJ/mol
- E_HOMO: -9.59 eV

=====

Formula: C14H12AuF3N3O3S3
Source: OMol25
Level of theory: wB97M-V/def2-TZVPD

Last column: Löwdin charge in e.
CARTESIAN COORDINATES (ANGSTROEM)
Au (0.63, 0.21, -0.30)  1.0169
S (-0.20, -1.57, -1.90)  0.7206
S (2.53, 3.80, -2.06)  1.1138
S (-0.08, -0.19, 2.51)  0.5141
F (-1.97, -1.86, 3.31)  0.1467
F (-2.42, 0.22, 3.69)  0.1735
F (-2.52, -0.55, 1.67)  0.0868
O (-0.17, 1.13, 1.92)  -0.3365
O (0.65, -0.36, 3.72)  -0.2199
O (0.22, -1.18, 1.44)  -0.4303
N (-1.51, -3.24, -0.19)  0.1023
N (-0.78, 2.03, -0.75)  0.0266
N (0.60, -3.64, -0.29)  -0.1056
C (2.00, -3.54, -0.66)  -0.0031
C (-2.59, 3.43, -0.16)  -0.0218
C (-2.02, 2.18, -0.31)  -0.1039
C (-1.82, 4.54, -0.47)  -0.0230
C (-0.52, 4.38, -0.93)  0.0052
C (3.68, 2.53, -2.16)  -0.3756
C (-1.28, -4.29, 0.65)  -0.0252
C (1.85, 1.47, -1.28)  -0.2708
C (1.34, 2.74, -1.42)  -0.4942
C (-0.02, 3.09, -1.05)  -0.2855
C (0.06, -4.53, 0.60)  -0.0080
C (-0.37, -2.83, -0.76)  -0.7673
C (3.18, 1.34, -1.72)  -0.1724
C (-1.86, -0.62, 2.85)  -0.6547
H (-2.41, -2.81, -0.36)  0.1671
H (2.40, -2.57, -0.35)  0.0843
H (2.10, -3.63, -1.74)  0.0992
H (2.55, -4.34, -0.18)  0.1044
H (0.65, -5.26, 1.12)  0.1405
H (0.11, 5.22, -1.17)  0.1139
H (-2.57, 1.27, -0.10)  0.1124
H (-3.60, 3.53, 0.19)  0.1171
H (4.67, 2.74, -2.53)  0.0828
H (-2.05, -4.78, 1.22)  0.1365
H (3.75, 0.42, -1.71)  0.1108
H (-2.22, 5.54, -0.34)  0.1223

- HOMO-LUMO gap (alpha / beta): 5.65 / 5.62 eV
- Lowest unoccupied orbital energy (alpha / beta): -6.07 / -6.13 eV
- Energy relative to the best compared isomer or geometry (same formula, charge and spin): 198.1 kJ/mol
- Charge: +1
- E_HOMO (alpha / beta): -11.73 / -11.74 eV

=====

Formula: C14H12BCl5F9NO8PRe
Source: OMol25
Level of theory: wB97M-V/def2-TZVPD

Last column: Mulliken spin population.
CARTESIAN COORDINATES (ANGSTROEM)
Re (-1.65, -0.38, -1.05)  1.8510
Cl (-3.68, 3.92, 1.57)  -0.0005
Cl (-2.31, 1.29, 0.55)  0.0060
Cl (-3.57, 2.47, -4.49)  0.0021
Cl (-4.92, 5.15, -3.55)  -0.0009
Cl (-5.00, 5.88, -0.52)  0.0019
P (-1.25, -2.14, 1.87)  0.0151
F (-2.21, -4.52, -2.91)  0.0003
F (-0.82, -1.91, 0.13)  0.0076
F (-1.84, -3.54, 1.44)  -0.0003
F (-0.61, -0.66, 2.06)  0.0061
F (-4.25, -3.81, -2.71)  0.0003
F (-3.06, -3.21, -4.42)  0.0006
F (0.20, -2.77, 2.04)  0.0000
F (-2.64, -1.43, 1.48)  0.0065
F (-1.63, -2.27, 3.39)  0.0004
O (-0.02, 2.17, -2.11)  0.0024
O (-2.50, 0.89, -2.30)  0.0509
O (-1.34, -1.84, -2.54)  -0.0146
O (0.36, 0.50, -0.71)  0.0948
O (-3.23, -1.65, -1.52)  -0.0198
O (2.03, 1.59, -1.70)  0.0033
O (1.87, 0.94, 1.14)  -0.0049
O (2.07, -1.08, 0.05)  -0.0159
N (0.85, 1.55, -1.60)  -0.0028
C (-4.22, 4.08, -2.40)  -0.0066
C (3.29, -0.95, 0.87)  -0.0003
C (-3.10, 2.39, -0.56)  -0.0162
C (-4.25, 4.42, -1.04)  0.0155
C (2.35, -0.25, 3.18)  -0.0001
C (-3.03, -3.49, -3.11)  0.0013
C (-2.51, -2.26, -2.35)  0.0088
C (-3.63, 2.90, -2.83)  0.0140
C (3.56, -2.28, 1.54)  -0.0001
C (-3.06, 2.02, -1.90)  0.0405
C (-3.68, 3.56, -0.11)  -0.0037
C (4.07, 1.19, 2.11)  0.0000
C (4.40, -0.60, -0.11)  -0.0002
C (2.94, 0.22, 1.86)  -0.0003
B (1.44, 0.09, 0.20)  -0.0422
H (3.73, 1.97, 2.79)  0.0000
H (4.21, 0.34, -0.61)  0.0000
H (3.80, -3.03, 0.78)  0.0000
H (1.54, -0.96, 3.03)  0.0001
H (1.96, 0.61, 3.72)  0.0000
H (4.40, 1.67, 1.19)  0.0000
H (3.12, -0.72, 3.79)  -0.0001
H (4.41, -2.20, 2.22)  0.0000
H (4.46, -1.39, -0.86)  0.0000
H (5.36, -0.54, 0.40)  0.0000
H (2.69, -2.63, 2.09)  0.0001
H (4.92, 0.68, 2.56)  0.0000

- Spin multiplicity: 3
- HOMO-LUMO gap (alpha / beta): 7.96 / 7.53 eV
- Lowest unoccupied orbital energy (alpha / beta): -0.89 / -1.41 eV
- Energy relative to the best compared isomer or geometry (same formula, charge and spin): 0.0 kJ/mol
- E_HOMO (alpha / beta): -8.84 / -8.94 eV

=====

Formula: C14H12BaFO10V
Source: OMol25
Level of theory: wB97M-V/def2-TZVPD

Last column: Mulliken spin population.
CARTESIAN COORDINATES (ANGSTROEM)
Ba (-0.97, -3.44, 1.07)  0.0004
V (-1.74, 0.90, -0.63)  2.9883
F (-1.96, -0.81, 0.59)  -0.0021
O (5.21, -1.11, -0.36)  -0.0029
O (-0.52, 1.78, 0.89)  0.0245
O (-1.07, 2.63, -1.57)  -0.0502
O (-3.54, -3.97, -0.09)  -0.0003
O (0.10, 0.08, -1.32)  0.0168
O (3.13, 4.66, -1.85)  0.1847
O (3.64, 3.78, 0.74)  0.3506
O (0.81, -2.44, -0.50)  -0.0012
O (-2.62, -2.06, 2.95)  0.0008
O (4.51, 1.29, -1.68)  0.0210
C (0.30, 2.59, 0.39)  0.0112
C (3.10, -1.91, -0.55)  0.0006
C (2.32, 0.67, -1.72)  0.0193
C (4.06, -0.91, -0.78)  -0.0017
C (1.54, 3.08, 1.02)  0.4077
C (-3.78, -3.06, -1.19)  0.0039
C (3.69, 0.40, -1.46)  0.0027
C (1.33, -0.22, -1.33)  -0.0067
C (0.98, 3.92, -1.73)  0.2526
C (-3.45, -1.71, 4.06)  -0.0002
C (0.01, 3.07, -1.08)  -0.1221
C (1.75, -1.63, -0.80)  -0.0076
C (2.45, 3.82, 0.27)  -0.0456
C (2.18, 4.21, -1.10)  -0.0577
H (-2.64, -1.33, 2.30)  0.0018
H (-4.50, -1.71, 3.74)  0.0000
H (1.82, 2.76, 2.02)  -0.0010
H (-3.79, -3.63, -2.12)  0.0001
H (0.85, 4.12, -2.78)  0.0018
H (-4.74, -2.56, -1.06)  -0.0011
H (-2.96, -2.36, -1.37)  -0.0006
H (-4.38, -4.44, -0.01)  0.0000
H (1.97, 1.58, -2.18)  0.0119
H (-3.41, -2.43, 4.88)  0.0000
H (3.41, -2.84, -0.10)  -0.0001
H (-3.08, -0.75, 4.43)  0.0001

- Spin multiplicity: 5
- HOMO-LUMO gap (alpha / beta): 4.81 / 4.34 eV
- Lowest unoccupied orbital energy (alpha / beta): -1.79 / -2.18 eV
- E_HOMO (alpha / beta): -6.59 / -6.52 eV

=====

What did the third record say?
Formula: C14H11N3O4PbSbSe4
Source: OMol25
Level of theory: wB97M-V/def2-TZVPD

Last column: Löwdin charge in e.
CARTESIAN COORDINATES (ANGSTROEM)
Pb (-0.60, -0.36, -0.48)  0.5758
Sb (-1.84, 0.55, -3.78)  -0.2666
Se (-1.67, 1.88, -1.53)  -0.1858
Se (-1.21, -1.75, -2.71)  -0.1851
Se (-0.08, 1.28, -5.30)  -0.2276
Se (-4.11, 0.55, -4.66)  -0.2849
O (1.16, -3.73, 2.74)  0.1051
O (1.48, 2.26, 1.02)  0.1413
O (-0.28, -2.65, 1.40)  0.0167
O (0.46, 3.17, 2.76)  0.1269
N (2.83, 0.56, -3.27)  0.1411
N (0.79, -0.24, 2.35)  0.1655
N (1.56, 0.00, -1.56)  -0.0553
C (1.91, -0.28, 4.89)  -0.0368
C (4.88, -2.32, -2.19)  -0.1099
C (1.16, 0.88, 2.94)  -0.1848
C (0.55, -2.61, 2.29)  -0.4847
C (4.57, -1.26, -3.01)  -0.0223
C (1.58, -1.46, 4.26)  0.0167
C (4.07, -2.67, -1.11)  -0.1033
C (2.60, -0.89, -1.62)  -0.2354
C (3.42, -0.54, -2.72)  -0.1806
C (2.92, -1.97, -0.81)  -0.0111
C (1.70, 0.93, 4.23)  0.0109
C (1.74, 0.84, -2.54)  -0.2447
C (0.99, -1.40, 2.99)  -0.1737
C (1.04, 2.14, 2.12)  -0.4787
H (2.34, -0.29, 5.89)  0.1109
H (5.20, -1.00, -3.85)  0.1051
H (4.35, -3.51, -0.49)  0.0928
H (5.77, -2.90, -2.38)  0.0928
H (1.10, 1.69, -2.74)  0.0428
H (3.06, 1.01, -4.15)  0.1486
H (1.73, -2.43, 4.72)  0.1169
H (0.09, 2.92, 3.62)  0.1132
H (0.85, -4.48, 2.21)  0.1372
H (1.99, 1.86, 4.68)  0.1201
H (2.28, -2.23, 0.02)  0.0910

- HOMO-LUMO gap: 4.66 eV
- Lowest unoccupied orbital energy: 0.89 eV
- Energy relative to the best compared isomer or geometry (same formula, charge and spin): 118.5 kJ/mol
- Charge: -1
- E_HOMO: -3.77 eV